Entry from OMol25: C26H40AsBe2Cl3F7N3O9RbS2 as an isolated structure in a non-equilibrium geometry (ωB97M-V/def2-TZVPD).

XYZ file:
```
94
Properties=species:S:1:pos:R:3:mulliken_charge:R:1
Rb 2.94 1.59 3.27 0.982
As 0.12 5.99 6.16 2.093
Cl -5.40 -6.83 -5.72 -0.120
Cl -7.09 -4.51 -6.21 -0.135
Cl -5.82 -5.88 -8.44 -0.094
S -8.35 -4.29 1.57 0.254
S -3.24 5.37 1.64 1.390
F 1.50 7.03 6.47 -0.442
F 1.19 4.71 5.60 -0.514
F -2.60 -2.34 0.84 -0.302
F 0.03 6.63 4.45 -0.395
F 0.19 5.36 7.80 -0.472
F -1.27 4.97 5.80 -0.467
F -0.96 7.27 6.68 -0.457
O -2.16 4.72 2.49 -0.360
O 8.38 -1.32 -3.87 -0.260
O 6.66 0.15 -3.76 -0.554
O -4.28 5.88 2.53 -0.597
O -3.78 4.38 0.72 -0.573
O -8.60 -0.46 5.74 -0.435
O 8.64 0.75 -4.69 -0.323
O -2.58 6.49 0.92 -0.698
O -8.01 0.97 4.12 -0.400
N -6.84 -4.40 2.27 -0.596
N -8.11 -3.32 0.24 -0.586
N -6.79 -1.54 -1.82 -0.416
C 7.06 -0.91 -0.57 -0.091
C 4.97 0.10 0.72 0.399
C 0.73 0.87 -0.09 -0.372
C -1.70 1.91 0.30 -0.472
C 1.70 1.21 1.11 -0.888
C 9.93 0.16 -4.69 -0.333
C 7.79 -0.11 -4.08 0.669
C -0.30 2.02 -0.42 -1.066
C -6.04 -2.08 -0.74 0.008
C 6.77 -3.37 -1.18 -0.976
C -3.95 -2.50 0.61 0.390
C 3.02 1.98 0.51 -0.880
C -6.10 -3.61 1.40 0.700
C -7.48 -1.30 3.85 -0.568
C -4.59 -1.81 -0.54 0.738
C 6.50 0.25 0.33 -1.092
C 6.92 -2.36 0.05 -0.389
C -6.54 -6.08 -6.84 0.054
C -2.46 0.53 0.10 -0.284
C 9.62 -1.31 -4.58 -0.318
C -6.77 -2.96 0.22 0.747
C -3.67 0.63 -0.94 -0.793
C -4.64 -3.37 1.57 -0.793
C -3.87 -0.85 -1.53 -1.002
C -8.08 -0.16 4.64 0.608
C 4.03 0.97 -0.26 -0.551
Be -1.23 6.27 3.16 0.758
Be -5.75 -3.00 -3.73 0.140
H 6.09 -2.93 -1.96 0.267
H 6.36 -4.36 -0.85 0.359
H 7.07 0.43 1.28 0.376
H -3.41 1.33 -1.78 0.435
H -2.36 2.70 -0.17 0.348
H 7.78 -3.50 -1.64 0.195
H 7.81 -2.66 0.66 0.329
H 0.16 2.99 -0.06 0.341
H 10.49 0.53 -3.83 0.259
H -1.82 -0.32 -0.23 0.200
H -2.90 -1.31 -1.86 0.405
H -7.55 -2.23 -1.96 0.389
H 10.38 -1.86 -4.03 0.304
H -6.42 -1.11 3.69 0.239
H -7.98 -1.38 2.88 0.151
H 3.59 2.42 1.42 0.273
H 2.65 2.82 -0.13 0.385
H 4.59 -0.96 0.67 0.251
H -4.60 0.92 -0.38 0.384
H -2.94 0.26 1.09 0.105
H 6.65 -0.87 -1.63 -0.152
H 3.49 0.25 -0.92 0.297
H 1.20 1.73 2.00 0.480
H 9.47 -1.78 -5.55 0.268
H -7.41 -6.73 -6.94 0.308
H -4.52 -0.73 -2.44 0.295
H 4.80 0.47 1.78 -0.412
H 1.38 0.74 -1.01 0.202
H -1.67 2.18 1.39 0.276
H -0.39 2.12 -1.54 0.360
H 10.47 0.40 -5.60 0.302
H 8.18 -0.72 -0.67 0.405
H 6.01 -2.51 0.69 0.223
H 6.61 1.21 -0.27 0.391
H 0.28 -0.14 0.11 0.305
H 2.10 0.18 1.51 0.414
H 4.62 1.64 -0.95 0.439
H -7.59 -2.25 4.38 0.338
H -4.05 -3.82 2.41 0.401
H -6.23 -1.62 -2.72 0.001
```

As for the total charge: +1. Its calculated total energy is -7020.90357 hartree. The energy relative to the best compared isomer or geometry (same formula, charge and spin) comes out at 6.247 eV. The calculation puts the molecular weight at 1020.5 g mol⁻¹. The largest force on an atom comes out at 0.0968 Eh/bohr. For the HOMO-LUMO gap, the calculation gives 0.0658 Eh. The calculation puts the HOMO energy at -10.16 eV.